This record from OMol25 describes a molecular structure, C11H12NO6Yb in a non-equilibrium geometry. The level of theory is ωB97M-V with the def2-TZVPD basis set.

Each line ends with the natural charge from an NBO analysis.
Geometry (Å):
1 O 1.97449 -0.11127 -3.14860  -0.28
2 C 1.19054 -0.88601 -2.77517  0.30
3 Yb -0.45417 -1.99027 -2.14055  1.71
4 O 2.39150 -0.45810 -0.32864  -0.28
5 C 1.22932 -0.30030 -0.44057  0.47
6 C 0.12780 0.28428 0.46334  0.28
7 O 0.31948 0.25821 1.68199  -0.32
8 C -1.11169 0.58198 -0.26227  0.43
9 O -1.44684 -0.24998 -1.20963  -0.62
10 C -2.06499 1.57214 0.09871  0.31
11 O -3.08781 1.95189 -0.41021  -0.28
12 H -1.47634 1.78038 0.98024  0.14
13 O -0.12512 -2.99495 -0.32636  -0.87
14 C -0.20167 -3.14581 0.94330  0.74
15 C -1.41944 -2.68315 1.69007  -0.52
16 C -2.03073 -3.74609 2.60887  -0.40
17 C -1.29460 -3.88092 3.93738  -0.40
18 C 0.08951 -4.50658 3.80669  -0.42
19 C 1.08020 -3.64839 3.02843  -0.24
20 N 0.84456 -3.67204 1.57232  -0.52
21 H -1.13566 -1.77540 2.25023  0.25
22 H -2.16187 -2.36507 0.94339  0.23
23 H -3.06965 -3.45780 2.80517  0.25
24 H -2.06479 -4.71553 2.09317  0.22
25 H -1.20734 -2.89421 4.41116  0.21
26 H -1.89677 -4.51001 4.60379  0.25
27 H 0.50599 -4.65486 4.81081  0.25
28 H 0.01599 -5.49802 3.34172  0.22
29 H 1.04729 -2.60829 3.39352  0.21
30 H 2.09684 -4.02559 3.18684  0.25
31 H 1.64989 -3.84912 0.97044  0.43

Values from the calculation:
Total charge: +2
Gap between HOMO and LUMO (alpha / beta) (eV): 5.98 / 6.64
<S²>: 0.7917
HOMO energy (alpha / beta) (eV): -16.53 / -16.92
Energy above the lowest of the compared OMol25 structures with the same formula, charge and spin (kJ/mol): 199.26
Spin multiplicity: 2
Largest force on an atom (eV/A): 10.31